Record 1
20
Properties=species:S:1:pos:R:3:lowdin_charge:R:1 method="wB97M-V/def2-TZVPD" relative_energy_kcal_mol=43.5 smiles=CCSC.CC total_charge=0
C 1.92365 1.88614 1.30593 -0.237
C 1.21943 1.01486 0.39672 -0.529
S 2.39020 0.36939 -0.95434 0.797
C 1.90436 -1.22790 -1.46143 -0.489
H 2.22534 2.88872 0.99453 0.083
H 2.83039 1.50364 1.58280 0.021
H 1.53699 2.09391 2.34200 0.104
H 0.75330 0.10348 0.79715 0.051
H 0.32842 1.63273 0.28299 0.072
H 1.43924 -1.73015 -0.62964 0.024
H 1.33757 -1.15669 -2.44323 0.049
H 2.86190 -1.74889 -1.70825 0.038
C -2.04297 -0.21870 0.01910 -0.198
C -3.08380 -1.29500 -0.14711 -0.175
H -2.55391 0.72733 0.26238 0.069
H -1.36697 -0.45825 0.90692 0.083
H -1.54963 0.12645 -0.82609 0.035
H -3.98295 -0.83458 -0.61207 0.069
H -3.45451 -1.76088 0.81616 0.091
H -2.71607 -1.91560 -0.92455 0.043

=====

Record 2
116
Properties=species:S:1:pos:R:3:mulliken_spin:R:1 method="wB97M-V/def2-TZVPD" relative_energy_kcal_mol=0.0 s_squared=0.7588 spin_multiplicity=2 total_charge=-2
Hg 0.44350 0.58867 -1.22477 0.383
S -1.46587 3.41016 -0.34989 -0.024
C -2.73873 4.14117 0.58816 0.027
C -2.71053 5.47000 1.04897 0.002
C -3.74358 5.94127 1.84651 -0.002
C -4.78631 5.09056 2.19893 0.004
C -4.72428 3.73207 1.91096 -0.002
C -3.70927 3.20980 1.07879 0.001
As -3.29476 1.39367 0.49066 0.026
C -4.15791 1.08851 -1.25041 -0.005
C -4.32404 -0.19066 -1.73702 0.001
C -4.70783 -0.40649 -3.07488 0.000
C -5.02691 0.70071 -3.82621 0.000
C -4.98942 1.99059 -3.29541 0.002
C -4.54375 2.18904 -2.00925 0.003
C -4.75280 0.56577 1.61702 0.000
C -4.43841 0.30259 2.93262 0.001
C -5.29405 -0.45353 3.73211 0.000
C -6.45807 -0.95589 3.16757 0.000
C -6.71610 -0.76484 1.81424 0.000
C -5.90550 0.04996 1.04469 -0.001
H -1.94809 6.14435 0.64741 0.001
H -3.69625 6.99221 2.19216 0.000
H -5.64778 5.53663 2.73318 0.001
H -5.50259 3.09952 2.30403 0.000
H -4.32154 -1.05209 -1.01800 -0.001
H -4.69203 -1.41179 -3.52376 0.000
H -5.25343 0.55354 -4.87834 0.000
H -5.24172 2.88493 -3.85754 0.000
H -4.43255 3.19632 -1.59854 0.000
H -3.55177 0.81650 3.36716 0.000
H -5.08471 -0.57513 4.80251 0.000
H -7.16318 -1.54372 3.75708 0.000
H -7.60215 -1.18349 1.34235 0.000
H -6.18945 0.36538 0.02030 0.000
C 0.02161 -1.43545 -0.69368 0.186
Si 0.44857 -2.13060 0.98006 0.017
C 1.68167 -1.22689 2.14934 -0.016
N 1.55422 0.19954 2.45433 -0.034
C 0.23483 0.62483 2.89134 0.008
C 0.16579 2.10073 3.17358 0.015
C 1.26309 2.55793 4.18138 -0.003
C 2.60707 2.16604 3.58980 0.006
C 2.68775 0.65077 3.27876 0.018
C 1.29858 -3.84730 0.70587 -0.034
C 0.54113 -4.92022 0.18213 0.035
C 1.05264 -6.20278 0.09370 0.008
C 2.36453 -6.45458 0.45865 0.001
C 3.14457 -5.40858 0.95440 0.000
C 2.60350 -4.15600 1.12062 0.000
C -1.10070 -2.62196 1.89414 -0.026
C -2.27970 -2.92029 1.23716 0.056
C -3.10398 -3.94379 1.62795 -0.002
C -2.85823 -4.59786 2.83206 0.001
C -1.82762 -4.13796 3.63760 0.001
C -0.95002 -3.15995 3.17419 -0.003
H -1.05319 -1.62618 -0.95483 0.007
H 0.65558 -1.90005 -1.49401 0.047
H 2.66976 -1.37765 1.65477 -0.009
H 1.67799 -1.81938 3.08243 0.005
H -0.05438 0.05364 3.81063 0.005
H -0.48436 0.30531 2.09492 0.006
H -0.83394 2.39084 3.52451 0.005
H 0.26819 2.66714 2.20470 0.005
H 1.02306 2.05115 5.12832 -0.001
H 1.17338 3.63548 4.31962 -0.002
H 3.43580 2.38930 4.29119 0.001
H 2.75962 2.76099 2.68626 0.008
H 2.74194 0.12188 4.25722 0.000
H 3.59032 0.36633 2.76341 0.000
H -0.50258 -4.70164 -0.04820 0.001
H 0.37902 -6.95876 -0.28914 0.001
H 2.79112 -7.43752 0.39041 0.001
H 4.19096 -5.59645 1.19472 0.000
H 3.27959 -3.39750 1.53690 0.003
H -2.59158 -2.30038 0.35979 -0.009
H -3.93203 -4.26357 0.96049 -0.001
H -3.45630 -5.45767 3.16489 0.000
H -1.59889 -4.48821 4.65890 0.000
H -0.02128 -2.96794 3.78626 -0.001
F 3.74199 1.73799 -7.06375 0.000
C 2.71502 1.73644 -6.20148 0.039
C 2.46628 2.91979 -5.48581 -0.028
C 1.40650 2.93307 -4.60264 0.071
C 0.68702 1.74623 -4.33689 -0.077
C -0.30209 1.63899 -3.30094 0.170
C 0.88737 0.62695 -5.15888 0.042
C 1.90973 0.58353 -6.12041 -0.002
H 3.10439 3.76908 -5.69953 -0.002
H 1.07603 3.86786 -4.10400 0.007
H -1.15231 0.95924 -3.55032 0.001
H -0.68525 2.57348 -2.84991 -0.026
H 0.20142 -0.20259 -4.90500 -0.009
H 2.06294 -0.31158 -6.72599 0.003
C 5.99776 -1.28711 -2.20413 0.000
N 5.10641 -1.39984 -1.05990 -0.007
C 5.51820 -0.39996 -0.04429 -0.009
N 5.74510 0.98570 -0.51980 -0.008
C 6.61233 0.90464 -1.69638 0.001
N 6.16432 0.01874 -2.78572 0.007
C 4.95234 0.54995 -3.41522 0.049
P 3.44358 0.66805 -2.21268 -0.006
C 3.73200 -1.07309 -1.50041 -0.015
C 4.45220 1.57432 -0.87144 0.023
H 5.70763 -1.95013 -3.04697 -0.002
H 7.00513 -1.61615 -1.88079 0.002
H 6.44585 -0.72670 0.39746 0.001
H 4.73648 -0.44119 0.69757 0.017
H 7.59080 0.50064 -1.37561 0.001
H 6.72772 1.89609 -2.15219 -0.001
H 4.61871 -0.15725 -4.17982 0.000
H 5.14093 1.55332 -3.89583 -0.007
H 3.41650 -1.75460 -2.29087 0.011
H 2.99992 -1.14020 -0.66687 0.005
H 3.86609 1.60685 0.03907 0.035
H 4.61576 2.60835 -1.23048 -0.008

=====

Record 3
49
Properties=species:S:1:pos:R:3:lowdin_charge:R:1 method="wB97M-V/def2-TZVPD" smiles="CC1(C)CCCC(C)(C)N1O.NC(N)=O.NC(N)=O.O" total_charge=0
C 0.89759 -1.42861 -3.35042 -0.045
C 1.24881 -1.61399 -1.80986 -0.426
C 2.58761 -2.45089 -1.70679 -0.026
C 1.44168 -0.14803 -1.20354 -0.080
C 1.11649 0.01037 0.34187 -0.188
C -0.16451 -0.68600 0.68064 -0.168
C -0.20342 -2.23309 0.28491 -0.436
C 0.78579 -3.12552 1.16653 -0.001
C -1.64899 -2.64056 0.60682 -0.056
N 0.07512 -2.28742 -1.18444 -0.125
O -0.22580 -3.54385 -1.75496 -0.020
H 0.88191 -2.41420 -3.81571 0.072
H -0.00464 -0.89021 -3.64056 0.073
H 1.62380 -0.78712 -3.84963 0.075
H 2.64081 -3.47317 -2.08124 0.079
H 3.29520 -1.87014 -2.29852 0.074
H 2.94053 -2.47879 -0.67589 0.063
H 2.47900 0.17240 -1.30056 0.107
H 0.88526 0.54497 -1.83462 0.100
H 1.87558 -0.33479 1.04383 0.104
H 1.04224 1.04735 0.66941 0.079
H -0.90080 -0.07057 0.16369 0.093
H -0.28038 -0.53558 1.75398 0.118
H 1.77829 -2.68019 1.23529 0.060
H 0.84108 -4.00678 0.52744 0.078
H 0.34661 -3.33568 2.14175 0.077
H -2.48679 -2.08956 0.17954 0.074
H -1.91775 -2.71798 1.66033 0.086
H -1.78016 -3.59531 0.09757 0.072
H -1.12317 -3.37059 -2.04872 0.101
N -1.95987 2.86735 -1.84348 0.166
C -1.51639 3.90413 -1.20410 -0.761
N -1.95122 3.82319 0.04289 0.143
O -0.74844 4.78682 -1.61007 0.010
H -2.50231 2.15447 -1.37694 0.087
H -1.46897 2.70696 -2.71146 0.121
H -2.62305 3.10156 0.26200 0.061
H -1.35402 4.33617 0.67560 0.102
N 1.74130 2.84490 2.95900 0.155
C 0.59305 2.75805 3.61217 -0.747
N -0.45923 2.88166 2.82739 0.162
O 0.55075 2.55720 4.83038 0.015
H 2.58807 2.62002 3.46151 0.121
H 1.78139 3.30348 2.05999 0.110
H -1.38691 2.84404 3.22502 0.124
H -0.17272 2.68567 1.87893 0.074
O -3.04500 1.20609 0.67394 -0.044
H -3.75794 0.61842 0.92413 0.062
H -2.35546 1.03336 1.31499 0.028

=====

For the records above, the corresponding electronic energy values read -597.0080, -5675.8900, -1011.2297 Eh.